120
Properties=species:S:1:pos:R:3:forces:R:3 method="wB97M-V/def2-TZVPD" lumo_energy_ev=0.125 e_homo_ev=-8.8 gap_ev=8.935 molar_mass_g_mol=744.82 e_tot_ev=-75185.00133 smiles=OCCO.OCCO.OCCO.OCCO.OCCO.OCCO.OCCO.OCCO.OCCO.OCCO.OCCO.OCCO de_lowest_kcal_mol=145.77
O 1.757 2.874 -1.894 -0.798 0.468 2.684
C 2.327 3.858 -2.683 1.421 -2.335 -0.146
C 3.728 3.235 -3.143 -2.476 0.589 1.372
O 3.479 2.341 -4.149 0.181 -0.909 -2.185
H 1.614 2.088 -2.373 -0.624 -1.553 -1.106
H 1.588 4.116 -3.424 0.362 0.135 -1.251
H 2.371 4.683 -2.051 0.795 1.735 1.087
H 4.226 2.643 -2.362 -0.271 0.899 0.640
H 4.269 4.106 -3.380 1.544 0.638 -1.140
H 3.410 1.408 -3.836 -0.200 1.050 0.257
O 2.746 0.049 -3.067 -0.343 1.199 0.242
C 3.364 -1.132 -3.376 1.253 -0.692 -0.346
C 4.885 -0.970 -3.772 -2.048 -1.151 -0.080
O 5.316 -2.371 -3.963 0.206 1.615 -0.154
H 2.321 -0.072 -2.204 -0.069 0.263 0.373
H 3.206 -1.839 -2.567 0.689 -0.177 0.400
H 2.804 -1.595 -4.178 0.172 -0.244 -0.860
H 5.441 -0.347 -3.060 0.176 -1.153 0.493
H 4.965 -0.338 -4.659 -0.087 -0.499 -0.494
H 4.851 -2.694 -4.757 0.345 0.316 0.519
O 1.221 3.779 0.785 0.089 -0.195 0.481
C 0.562 5.020 0.713 -0.305 -0.812 0.964
C -0.906 4.853 0.303 1.385 2.989 0.564
O -1.003 4.086 -0.838 1.773 0.678 -1.182
H 1.123 3.469 -0.102 0.456 -1.202 -1.532
H 0.718 5.404 1.693 -0.871 0.631 1.062
H 1.127 5.707 0.134 0.282 0.550 -1.384
H -1.247 5.933 0.230 -0.195 -1.051 -0.460
H -1.451 4.420 1.083 -0.801 -0.680 1.350
H -1.808 3.632 -0.837 -1.780 -1.010 -0.060
O -2.020 0.210 -1.201 -0.004 0.668 -1.575
C -3.041 1.117 -0.980 -0.174 2.098 0.012
C -2.938 1.565 0.436 2.648 0.238 0.859
O -3.679 2.654 0.802 -3.027 1.441 0.452
H -2.218 -0.565 -0.695 0.423 -1.328 0.625
H -3.042 2.015 -1.673 0.527 -1.113 0.352
H -4.035 0.733 -1.034 -0.858 -0.814 -0.704
H -1.948 1.944 0.746 0.743 -1.153 -0.836
H -3.084 0.649 1.057 -0.583 0.929 0.021
H -3.788 3.370 0.152 0.234 -0.800 0.056
O -1.007 5.633 3.892 -0.715 -0.958 0.591
C -2.165 4.789 4.198 -0.503 1.788 -5.027
C -1.917 3.439 3.559 -0.057 -1.095 3.046
O -3.112 2.667 3.433 -0.101 1.823 1.033
H -0.947 6.351 4.524 -0.114 0.039 0.146
H -2.472 4.726 5.176 0.001 -0.168 2.570
H -3.055 5.218 3.654 0.624 -0.099 0.417
H -1.463 2.925 4.386 1.322 -0.517 0.325
H -1.196 3.392 2.767 -0.148 0.363 -0.816
H -2.963 2.138 2.689 -0.276 -1.043 -1.603
O 0.265 -4.461 -1.138 0.449 -0.502 -1.304
C -0.360 -3.235 -1.423 0.478 -0.435 1.442
C 0.242 -2.574 -2.624 0.245 -1.382 -0.564
O -0.861 -2.452 -3.443 -0.889 2.375 -2.263
H 0.071 -4.731 -0.253 -0.260 -0.235 0.982
H -1.484 -3.370 -1.551 1.536 0.482 0.224
H -0.083 -2.548 -0.644 -0.693 0.391 1.093
H 1.049 -3.142 -3.116 -0.220 -0.432 0.325
H 0.707 -1.619 -2.457 -0.410 0.692 0.370
H -1.021 -3.269 -3.878 -0.196 -1.044 -0.534
O 0.064 0.946 -2.707 -0.160 0.141 -0.427
C -0.472 0.899 -4.039 1.390 -1.380 -0.392
C -0.217 2.227 -4.699 -0.501 -0.524 0.868
O -0.869 3.111 -3.791 -0.575 2.046 -3.329
H -0.639 0.687 -2.099 -0.170 -0.264 0.233
H -0.002 0.019 -4.496 -0.062 0.316 -0.412
H -1.521 0.732 -4.031 -1.065 -0.250 0.261
H -0.636 2.331 -5.711 -0.244 -0.095 0.510
H 0.851 2.359 -4.806 0.502 0.526 0.271
H -0.705 2.854 -2.922 0.996 -0.758 2.240
O -5.233 -3.391 0.259 -3.752 -1.225 1.282
C -4.169 -2.847 -0.361 1.309 -0.155 0.503
C -3.596 -1.963 0.712 2.244 -1.805 -1.055
O -2.206 -1.850 0.505 1.331 0.688 0.522
H -5.753 -2.618 0.555 -0.191 -0.968 -0.003
H -3.486 -3.637 -0.656 0.219 -0.086 0.089
H -4.527 -2.380 -1.246 0.333 1.084 -1.095
H -3.623 -2.346 1.689 -1.083 -1.350 1.182
H -4.188 -1.114 0.788 -0.381 2.569 -0.187
H -1.770 -2.582 1.024 -0.535 0.884 -0.993
O -1.062 -4.556 1.587 -1.504 0.336 -3.010
C -0.429 -4.409 2.793 -0.099 -0.208 1.616
C 0.506 -3.214 2.840 -0.255 -1.797 1.719
O 0.708 -2.834 4.164 0.073 -0.556 1.389
H -1.703 -5.286 1.642 0.431 0.460 -0.099
H -1.248 -4.372 3.526 0.771 0.348 0.626
H 0.141 -5.295 2.890 0.798 -0.993 1.008
H 0.038 -2.415 2.416 -1.081 2.264 -2.216
H 1.461 -3.468 2.461 0.742 -0.165 -1.174
H 0.883 -1.892 4.148 -0.098 0.647 0.246
O 2.091 -5.709 0.851 -1.810 0.943 -1.352
C 3.145 -4.849 1.034 -1.219 1.191 -0.049
C 2.873 -3.662 0.146 1.110 -0.232 0.049
O 3.946 -2.752 0.418 0.137 0.636 -0.352
H 2.196 -6.471 1.343 0.344 -2.423 1.514
H 3.311 -4.567 2.054 -0.434 0.656 0.948
H 4.047 -5.283 0.802 2.333 -1.141 -1.177
H 1.911 -3.189 0.384 0.369 -0.154 -0.205
H 2.938 -3.944 -0.916 -0.587 -0.041 0.345
H 4.655 -2.947 -0.212 -0.185 0.216 0.263
O 2.183 -0.707 -0.461 -0.561 0.702 -0.416
C 2.016 0.285 0.600 1.810 -2.439 -1.559
C 0.563 0.557 0.687 -0.134 0.270 -0.648
O 0.500 1.290 1.836 -1.506 0.978 3.253
H 2.699 -1.460 -0.184 0.746 -0.072 0.431
H 2.302 -0.181 1.556 0.110 0.229 -0.225
H 2.752 1.093 0.350 -1.263 -0.092 0.465
H -0.080 -0.358 0.819 0.787 0.730 -0.407
H 0.190 1.215 -0.093 -0.096 -0.538 -0.722
H 0.811 2.185 1.695 0.191 0.835 -0.257
O 0.027 -0.110 4.073 1.258 -0.460 0.828
C -1.219 -0.248 4.721 -0.118 1.584 -2.059
C -2.223 -0.487 3.620 0.493 -1.619 0.476
O -3.522 -0.668 4.084 -0.961 -0.976 0.832
H 0.159 0.521 3.337 -0.718 0.245 0.146
H -1.169 -1.101 5.306 0.312 -1.848 1.215
H -1.525 0.549 5.385 0.155 0.754 -0.027
H -1.875 -1.446 3.160 -0.111 0.859 -0.341
H -2.245 0.324 2.931 0.261 0.400 -0.627
H -3.495 -1.495 4.609 -0.360 0.776 -0.332


50
Properties=species:S:1:pos:R:3:forces:R:3 method="wB97M-V/def2-TZVPD" lumo_energy_ev=0.096 e_homo_ev=-9.0 gap_ev=9.101 molar_mass_g_mol=408.87 e_tot_ev=-47294.34334 smiles="CC(C)(O)[C@H](F)CNC(=O)c1cnc(Nc2ncncc2Cl)cc1NC1CC1" de_lowest_kcal_mol=51.46
C -1.523 5.585 -1.783 -0.637 -3.089 1.904
C -0.295 5.390 -0.918 1.375 2.181 0.982
C 0.828 6.340 -1.433 1.398 -1.759 1.255
O -0.629 5.878 0.503 0.480 -2.686 -1.454
C 0.321 3.905 -0.884 -0.912 0.302 3.897
F 0.540 3.433 -2.126 -0.486 -0.305 -1.154
C -0.556 2.900 0.022 -0.878 0.564 -2.371
N -0.135 1.504 0.093 -0.988 -0.814 -0.502
C 0.896 1.157 0.899 0.845 1.978 -1.149
O 1.687 1.987 1.303 0.063 0.917 0.711
C 1.136 -0.227 1.183 -0.805 1.671 -5.565
C 1.043 -0.608 2.383 -0.115 -2.917 7.028
N 1.066 -1.896 2.835 0.331 1.321 0.935
C 1.193 -2.802 1.917 -0.469 3.466 -2.563
N 1.332 -4.094 2.236 -1.798 -0.795 -1.845
C 0.259 -4.992 2.175 0.229 0.799 -1.715
N 0.838 -6.194 2.224 -2.716 -2.423 1.606
C -0.036 -7.217 2.417 0.172 1.426 -2.266
N -1.383 -7.090 2.148 2.043 -2.547 0.854
C -1.897 -5.941 1.853 4.857 2.961 1.153
C -1.125 -4.731 1.909 1.039 -0.312 1.076
Cl -1.826 -3.012 1.995 0.582 -2.625 -0.350
C 1.198 -2.454 0.555 0.179 -0.566 1.231
C 1.120 -1.148 0.174 -0.333 -2.840 -2.173
N 0.915 -0.844 -1.194 0.535 -0.208 1.172
C 0.619 -1.887 -2.116 -2.860 -0.530 -0.946
C -0.725 -2.634 -1.831 -0.618 4.068 1.447
C -0.701 -1.632 -2.963 0.903 -1.634 -0.460
H -1.314 5.517 -2.816 0.213 -0.344 -1.128
H -2.006 6.493 -1.582 -0.445 1.453 0.361
H -2.230 4.768 -1.426 0.393 0.952 -0.939
H 0.576 7.374 -1.416 -0.773 0.789 -0.775
H 1.289 5.939 -2.344 -0.527 0.548 -0.226
H 1.686 6.348 -0.728 -0.463 -0.446 -0.003
H -0.740 6.822 0.568 0.117 0.428 -0.665
H 1.271 3.883 -0.365 0.430 0.659 -0.050
H -0.793 3.303 1.008 0.523 0.207 -0.149
H -1.495 2.898 -0.547 -0.181 -0.295 0.378
H -0.688 0.726 -0.360 0.918 1.637 0.805
H 0.887 0.149 3.121 0.073 0.216 0.714
H 1.651 -4.089 3.118 1.912 -0.710 4.013
H 0.512 -8.190 2.520 -1.421 0.678 0.247
H -2.849 -5.841 1.627 -4.655 -0.004 -1.050
H 1.290 -3.293 -0.071 0.027 -0.565 -1.238
H 1.586 -0.153 -1.428 0.271 0.789 -1.082
H 1.325 -2.603 -2.617 -0.150 1.185 0.832
H -1.462 -2.286 -0.997 1.962 -1.149 -1.142
H -0.581 -3.626 -2.058 -0.547 -2.189 -0.347
H -1.238 -0.691 -2.826 0.372 -0.343 0.059
H -0.835 -2.124 -3.956 0.534 0.902 0.650


19
Properties=species:S:1:pos:R:3:forces:R:3 method="wB97M-V/def2-TZVPD" lumo_energy_ev=-1.135 e_homo_ev=-8.6 gap_ev=7.418 molar_mass_g_mol=222.70 e_tot_ev=-50869.37688 smiles="CP(Cl)S[C@@H]1C=CC=CC1=S" de_lowest_kcal_mol=45.11
C 2.118 -1.864 1.440 2.408 -1.043 -0.756
P 1.840 -0.353 0.469 -2.395 0.091 -0.081
Cl 3.750 0.122 0.064 0.923 0.054 -0.484
S 1.080 -0.974 -1.435 -0.704 -0.191 -0.022
C -0.660 -0.208 -1.363 0.705 0.677 0.291
C -0.397 1.279 -1.466 -1.386 -2.202 0.931
C -0.901 2.168 -0.635 0.262 0.275 -0.357
C -1.902 1.802 0.325 0.220 -2.174 -0.131
C -2.108 0.453 0.556 -0.326 1.162 1.040
C -1.491 -0.641 -0.174 0.819 1.895 -0.399
S -1.679 -2.199 0.100 -0.541 -1.380 0.728
H 2.660 -2.746 0.913 -1.005 1.541 0.624
H 2.925 -1.336 2.008 -0.601 -1.068 0.622
H 1.306 -2.265 2.053 0.041 0.553 -0.184
H -1.268 -0.612 -2.177 0.704 0.066 -0.542
H 0.294 1.531 -2.173 1.750 0.790 -1.747
H -0.424 3.121 -0.725 -0.518 0.914 0.287
H -2.458 2.594 0.798 -0.062 -0.164 0.552
H -2.685 0.128 1.422 -0.296 0.204 -0.373


59
Properties=species:S:1:pos:R:3:forces:R:3 method="wB97M-V/def2-TZVPD" lumo_energy_ev=0.572 e_homo_ev=-8.0 gap_ev=8.559 molar_mass_g_mol=428.97 e_tot_ev=-46795.77360 smiles="Cc1cc(CN(C)Cc2c(C(=O)N3CCCCCCC3)nc3ccc(Cl)cn23)n[nH]1"
C -7.400 -2.389 -0.742 -0.026 0.053 -0.055
C -6.131 -1.732 -0.341 0.120 -0.085 0.134
C -5.141 -2.105 0.540 -0.205 0.121 -0.208
C -4.188 -1.071 0.497 -0.419 0.054 -0.112
C -2.900 -1.003 1.250 0.109 0.026 -0.186
N -1.836 -1.644 0.489 -0.196 -0.082 0.103
C -0.725 -2.054 1.315 -0.001 -0.038 0.061
C -1.423 -0.900 -0.694 -0.076 -0.138 -0.185
C -0.621 0.334 -0.427 0.594 -0.755 0.003
C 0.749 0.467 -0.231 -0.919 0.419 -0.182
C 1.739 -0.621 -0.423 0.104 -0.123 0.079
O 1.521 -1.491 -1.261 -0.086 -0.119 -0.150
N 2.868 -0.627 0.315 -0.055 -0.066 -0.043
C 3.138 0.246 1.434 0.128 0.270 0.610
C 4.524 0.888 1.397 -0.238 0.082 -0.181
C 4.758 1.796 0.191 -0.033 -0.115 0.007
C 4.698 1.109 -1.178 0.180 0.140 -0.002
C 5.486 -0.205 -1.277 -0.187 -0.056 -0.162
C 4.608 -1.457 -1.252 0.114 0.045 0.229
C 3.817 -1.690 0.039 0.019 -0.397 -0.441
N 1.077 1.758 0.026 0.234 0.358 -0.089
C -0.052 2.436 0.000 0.008 -0.465 -0.045
C -0.282 3.805 0.195 -0.464 0.371 -0.008
C -1.556 4.287 0.117 0.436 -0.046 0.054
C -2.616 3.393 -0.155 0.103 -0.632 -0.107
Cl -4.229 4.002 -0.249 -0.193 0.069 -0.013
C -2.404 2.060 -0.345 -0.702 0.609 0.012
N -1.134 1.589 -0.265 0.844 0.499 0.152
N -4.572 -0.135 -0.357 0.402 0.408 0.158
N -5.741 -0.543 -0.853 -0.171 -0.301 0.027
H -7.397 -2.612 -1.809 -0.057 -0.070 -0.034
H -7.523 -3.318 -0.194 -0.052 -0.042 -0.003
H -8.252 -1.743 -0.533 -0.089 -0.042 0.013
H -5.099 -2.994 1.134 -0.049 -0.245 0.116
H -3.021 -1.565 2.180 0.028 0.120 -0.021
H -2.669 0.043 1.511 0.002 -0.081 0.085
H -0.246 -1.221 1.855 0.028 -0.011 0.011
H 0.021 -2.528 0.681 0.097 -0.052 0.029
H -1.077 -2.782 2.046 0.041 -0.010 0.060
H -0.802 -1.570 -1.295 -0.131 0.198 0.001
H -2.323 -0.646 -1.258 0.085 -0.050 -0.084
H 2.390 1.036 1.439 0.174 -0.203 0.172
H 3.050 -0.340 2.362 -0.026 0.072 -0.062
H 5.298 0.121 1.438 0.063 -0.018 0.094
H 4.623 1.490 2.304 0.030 -0.083 0.049
H 4.012 2.592 0.202 0.035 0.109 0.037
H 5.743 2.256 0.310 -0.013 0.060 -0.019
H 5.093 1.820 -1.907 -0.061 -0.003 -0.026
H 3.659 0.929 -1.448 0.003 0.076 -0.121
H 6.234 -0.256 -0.483 0.126 -0.008 0.013
H 6.032 -0.220 -2.223 0.065 0.001 0.056
H 3.891 -1.405 -2.073 0.024 -0.066 -0.026
H 5.238 -2.335 -1.416 -0.042 -0.059 -0.044
H 4.484 -1.794 0.895 -0.038 0.028 0.022
H 3.253 -2.622 -0.082 0.117 0.087 0.120
H 0.562 4.442 0.401 0.088 0.069 0.019
H -1.771 5.333 0.261 -0.017 0.110 0.017
H -3.206 1.354 -0.528 0.053 0.066 -0.036
H -6.228 0.029 -1.524 0.094 -0.062 0.100